Record 1
One molecule with the formula C4H9NO at a distorted geometry, computed with wB97M-V/def2-TZVPD.

Geometry as XYZ:
```
15
Properties=species:S:1:pos:R:3:nbo_charge:R:1
C 0.9388 1.3723 0.9539 -0.623
C 0.3020 1.0249 -0.3958 -0.211
N -0.3277 -0.4136 -0.3977 -0.455
C 0.1766 -1.8087 -0.6848 -0.407
C -1.5875 -0.3003 0.0961 0.519
O -2.0652 0.7752 0.4070 -0.635
H 0.1883 1.4866 1.7463 0.226
H 1.6257 0.5729 1.2281 0.200
H 1.5012 2.3177 0.9173 0.215
H -0.4470 1.8236 -0.5930 0.245
H 1.0072 1.0751 -1.2196 0.194
H 0.4314 -2.0099 -1.7363 0.202
H -0.6109 -2.5538 -0.4491 0.214
H 1.0382 -2.1307 -0.0825 0.201
H -2.1712 -1.2313 0.2101 0.115
```

Summary:
**Total charge**: 0
**SMILES**: CCN(C)C=O

=====

Record 2
One molecule with the formula C5H13NS at a distorted geometry, computed with wB97M-V/def2-TZVPD.

Geometry as XYZ:
```
20
Properties=species:S:1:pos:R:3:nbo_charge:R:1
C 1.7743 2.6324 -1.0715 -0.438
N 0.7279 1.3610 -1.5283 -0.634
C 0.7814 0.3502 -0.4298 -0.222
C -0.3953 -0.7305 -0.5580 -0.406
C -0.3572 -1.6177 0.6836 -0.439
C -1.3027 -1.1056 1.8528 -0.434
S -3.0300 -2.0680 1.5417 -0.141
H 1.1444 3.3125 -0.4779 0.203
H 2.0847 3.0478 -2.1338 0.219
H 2.5043 2.1540 -0.3496 0.193
H 1.0836 0.8875 -2.3410 0.345
H 0.6358 0.6971 0.5697 0.182
H 1.7579 -0.1819 -0.4473 0.162
H -1.2910 -0.1642 -0.6652 0.211
H -0.3008 -1.3693 -1.5471 0.201
H 0.6058 -1.5665 1.1782 0.205
H -0.6509 -2.6965 0.5016 0.235
H -1.0444 -1.4089 2.9048 0.217
H -1.4910 -0.0302 2.0093 0.215
H -3.2370 -1.5034 0.3077 0.126
```

Summary:
**Total charge**: 0
**SMILES**: CNCCCCS

=====

Record 3
A 12-piece molecular cluster, C3H30O12 overall at a distorted geometry, computed with wB97M-V/def2-TZVPD.

Geometry as XYZ:
```
45
Properties=species:S:1:pos:R:3:nbo_charge:R:1
C 3.2268 -3.9216 0.5600 -0.622
C 2.3395 -2.5576 0.6425 0.109
C 3.2565 -1.4129 1.1029 -0.648
O 2.0907 -2.3346 -0.7336 -0.731
H 3.2915 -4.3250 1.5706 0.192
H 4.2423 -3.7072 0.2270 0.197
H 2.7939 -4.7662 0.0239 0.216
H 1.4348 -2.7118 1.2307 0.187
H 3.5983 -1.5250 2.1319 0.222
H 2.5974 -0.5452 1.1288 0.211
H 4.0662 -1.3003 0.3820 0.202
H 2.2560 -1.4293 -1.0068 0.460
O 1.2597 -0.0206 -2.1631 -0.959
H 2.0485 0.3928 -1.8123 0.474
H 0.8799 0.6401 -2.7423 0.499
O -3.3567 -0.6467 -0.4160 -0.981
H -2.7588 -0.7655 -1.1540 0.501
H -4.2063 -0.4728 -0.8212 0.477
O 0.7962 3.3928 0.5032 -0.957
H 0.3745 2.6000 0.1717 0.480
H 1.7137 3.3020 0.2462 0.458
O 0.4319 2.5760 -3.0964 -0.970
H 1.2673 2.8080 -3.5020 0.474
H -0.0040 3.4151 -2.9480 0.502
O -1.8574 -0.2360 -2.6309 -0.972
H -2.1360 0.2460 -3.4096 0.490
H -1.0911 -0.7328 -2.9177 0.504
O -3.0947 1.9740 1.9163 -0.957
H -2.9690 2.8334 1.5140 0.482
H -3.3482 1.4039 1.1904 0.481
O -0.1547 0.9578 0.1379 -0.986
H 0.3075 0.8081 -0.6869 0.495
H -0.8728 0.3250 0.1289 0.507
O 0.4451 1.4595 2.6941 -0.960
H -0.1151 2.0824 3.1570 0.470
H 0.2671 1.6193 1.7673 0.496
O -2.4207 2.6068 -1.6672 -0.948
H -3.3326 2.6419 -1.3786 0.465
H -2.2682 1.6836 -1.8691 0.478
O -1.6584 -0.3054 2.9467 -1.002
H -0.8068 0.1315 2.9355 0.493
H -2.2888 0.3932 2.7708 0.480
O -1.9196 -2.5039 1.1211 -0.981
H -2.4894 -1.8471 0.7209 0.476
H -1.8363 -2.2257 2.0332 0.491
```

Summary:
**Total charge**: 0
**SMILES**: CC(C)O.O.O.O.O.O.O.O.O.O.O.O

=====

Record 4
A 8-piece molecular cluster, C36H57NO24 overall, computed with wB97M-V/def2-TZVPD.

Geometry as XYZ:
```
118
Properties=species:S:1:pos:R:3:lowdin_charge:R:1
N 2.9369 7.9911 -0.7994 0.015
C 3.4475 8.0880 -2.1647 -0.277
C 3.7868 6.7188 -2.8056 -0.182
C 3.8268 5.4741 -1.8922 -0.198
C 2.7230 4.4396 -2.1355 -0.170
C 1.3669 4.7333 -1.4618 -0.121
C 0.2217 5.0612 -2.3978 -0.252
C 0.2131 6.5195 -2.8825 -0.065
O -0.7252 7.1570 -2.0054 0.071
C -1.2404 6.2361 -1.1649 -0.580
O -1.8180 6.4856 -0.1622 0.169
O -1.0163 4.9943 -1.6606 0.076
H 2.5485 8.8767 -0.5012 0.055
H 2.1951 7.3030 -0.7514 0.033
H 4.3371 8.7184 -2.1486 0.105
H 2.7370 8.6016 -2.8295 0.095
H 4.7645 6.8094 -3.2779 0.100
H 3.0895 6.5338 -3.6285 0.091
H 3.8365 5.7618 -0.8392 0.104
H 4.7780 4.9724 -2.0745 0.105
H 3.0614 3.4715 -1.7663 0.099
H 2.5941 4.3170 -3.2175 0.116
H 1.0597 3.8444 -0.9093 0.103
H 1.4602 5.5330 -0.7194 0.118
H 0.1594 4.3512 -3.2199 0.156
H 1.1865 6.9928 -2.7774 0.094
H -0.1366 6.6394 -3.9072 0.137
C -0.5061 -0.7027 1.5902 -0.009
C 0.8055 -0.0449 1.2643 -0.314
C 0.7285 1.4333 0.9311 -0.081
O 1.8234 1.5975 0.0145 0.045
C 2.0519 0.4035 -0.5755 -0.577
O 2.7552 0.2435 -1.5232 0.151
O 1.3519 -0.5719 0.0352 0.084
H -0.3841 -1.7829 1.6615 0.081
H -0.8885 -0.3288 2.5400 0.095
H -1.2416 -0.5056 0.8093 0.095
H 1.5542 -0.2247 2.0411 0.159
H 0.8520 2.1013 1.7783 0.142
H -0.1963 1.6712 0.3993 0.141
C 0.8906 -1.3962 -5.6073 -0.018
C -0.2688 -1.0521 -4.7158 -0.318
C 0.0731 -0.4526 -3.3685 -0.090
O -1.0420 -0.8634 -2.5628 0.056
C -1.5208 -2.0169 -3.0852 -0.565
O -2.3047 -2.7306 -2.5451 0.154
O -0.9727 -2.2447 -4.2994 0.085
H 0.5476 -1.9331 -6.4908 0.087
H 1.3978 -0.4879 -5.9333 0.097
H 1.6084 -2.0275 -5.0820 0.093
H -0.9903 -0.4180 -5.2397 0.159
H 0.1495 0.6316 -3.3700 0.140
H 0.9811 -0.8842 -2.9427 0.126
C 2.6199 -4.5584 -9.1816 -0.022
C 3.8142 -3.6444 -9.1536 -0.330
C 4.8957 -3.9808 -8.1464 -0.093
O 5.4642 -2.6954 -7.8751 0.063
C 4.5103 -1.7603 -8.1011 -0.566
O 4.5963 -0.6146 -7.8030 0.166
O 3.4396 -2.3243 -8.7118 0.074
H 1.8544 -4.1662 -9.8492 0.089
H 2.9166 -5.5447 -9.5397 0.092
H 2.1882 -4.6589 -8.1851 0.089
H 4.2506 -3.5383 -10.1512 0.159
H 5.6663 -4.6496 -8.5190 0.138
H 4.4712 -4.3777 -7.2204 0.138
C -0.3924 8.7023 3.5234 -0.019
C 0.9074 9.4583 3.5610 -0.329
C 0.8121 10.9692 3.4753 -0.091
O 2.0560 11.3174 2.8557 0.064
C 2.4614 10.2579 2.1147 -0.563
O 3.3472 10.2746 1.3236 0.158
O 1.6981 9.1749 2.3904 0.077
H -0.2086 7.6305 3.4703 0.089
H -0.9676 8.9102 4.4263 0.091
H -0.9815 8.9890 2.6518 0.093
H 1.5066 9.1707 4.4305 0.158
H 0.7283 11.4713 4.4349 0.137
H -0.0028 11.2808 2.8167 0.139
C -1.5072 -5.8666 -0.4959 -0.009
C -1.0682 -5.4451 0.8794 -0.316
C -0.6409 -6.5534 1.8211 -0.075
O -0.9396 -5.9810 3.1066 0.061
C -1.9377 -5.0919 2.9338 -0.570
O -2.5435 -4.5788 3.8264 0.130
O -2.1674 -4.8720 1.6278 0.094
H -1.9074 -5.0168 -1.0483 0.077
H -0.6544 -6.2656 -1.0459 0.095
H -2.2803 -6.6332 -0.4348 0.094
H -0.2915 -4.6770 0.8163 0.154
H 0.4143 -6.8049 1.7716 0.140
H -1.2485 -7.4525 1.6946 0.138
C -5.1820 -2.9965 5.0815 -0.018
C -4.7038 -2.6871 6.4705 -0.323
C -4.1952 -3.8718 7.2657 -0.096
O -4.4555 -3.4684 8.6149 0.058
C -5.4934 -2.5936 8.5951 -0.568
O -6.0663 -2.2056 9.5605 0.163
O -5.7778 -2.2343 7.3233 0.083
H -5.6261 -2.1188 4.6142 0.089
H -4.3263 -3.3306 4.4962 0.061
H -5.9328 -3.7881 5.1017 0.093
H -3.9490 -1.8950 6.4589 0.159
H -3.1361 -4.0758 7.1375 0.138
H -4.7787 -4.7717 7.0518 0.132
C -3.4256 -7.6393 5.5805 -0.022
C -3.5644 -9.0491 5.0812 -0.322
C -2.7816 -10.1156 5.8209 -0.088
O -2.5311 -11.0779 4.7885 0.064
C -2.5277 -10.4248 3.6021 -0.568
O -2.1676 -10.8887 2.5694 0.163
O -2.9869 -9.1620 3.7627 0.072
H -3.9163 -6.9509 4.8930 0.085
H -3.8735 -7.5269 6.5684 0.090
H -2.3729 -7.3576 5.6325 0.093
H -4.6148 -9.3442 5.0014 0.159
H -3.3207 -10.5860 6.6380 0.138
H -1.8216 -9.7325 6.1763 0.139
```

Summary:
**Total charge**: 0
**SMILES**: NCCCCC[C@@H]1COC(=O)O1.C[C@@H]1COC(=O)O1.C[C@@H]1COC(=O)O1.C[C@@H]1COC(=O)O1.C[C@@H]1COC(=O)O1.C[C@@H]1COC(=O)O1.C[C@@H]1COC(=O)O1.C[C@@H]1COC(=O)O1

=====

Calculated E_HOMO, -0.3449, -0.3278, -0.3525, -0.3273 hartree (same order as the records).
Calculated LUMO energy, 0.0325, 0.0349, -0.0149, 0.0108 Ha (same order as the records).